The following is a DFT calculation (ωB97M-V/def2-TZVPD) of a molecular structure, C35H84N4O27S9 in a non-equilibrium geometry.

Summary:
LUMO level = 0.003 Eh
2S+1 = 1
HOMO energy = -9.3106 eV
Calculated total energy = -7216.24566 Ha

Cartesian coordinates (Å):
C (1.3058, 5.3664, -27.0189)
C (0.4250, 6.5329, -27.2200)
N (-0.1898, 7.4730, -27.4758)
H (1.2119, 4.9342, -26.0227)
H (2.3428, 5.6930, -27.0975)
H (1.0538, 4.5840, -27.7348)
C (-2.1466, 5.4269, -31.1608)
C (-2.2669, 6.8629, -31.3772)
N (-2.3241, 8.0432, -31.4755)
H (-2.0300, 5.0573, -32.1795)
H (-3.0158, 4.9899, -30.6692)
H (-1.2406, 5.3654, -30.5580)
C (-3.1005, 10.8904, -30.2559)
C (-3.3650, 9.8592, -29.2060)
N (-3.6445, 9.0859, -28.4260)
H (-4.0276, 11.4115, -30.4949)
H (-2.6256, 10.5313, -31.1690)
H (-2.4656, 11.6711, -29.8371)
C (-2.8541, 9.5130, -22.8847)
C (-3.0589, 10.6806, -22.0450)
N (-3.1901, 11.5521, -21.3008)
H (-2.3316, 9.7361, -23.8150)
H (-3.7807, 9.1119, -23.2952)
H (-2.2432, 8.7998, -22.3313)
O (-4.1614, 3.8412, -25.7446)
S (-4.6326, 3.3493, -24.4377)
O (-4.3080, 2.0221, -23.8804)
O (-4.3226, 4.4734, -23.2400)
C (-4.3300, 5.7839, -23.5661)
C (-3.6821, 6.6218, -22.4802)
C (-6.5171, 3.4954, -24.4019)
H (-5.3387, 6.1387, -23.7774)
H (-3.7630, 5.8460, -24.4949)
H (-2.8202, 6.0714, -22.1030)
H (-4.3385, 6.7621, -21.6213)
H (-3.3981, 7.5874, -22.8986)
H (-6.8545, 4.5317, -24.4181)
H (-6.8968, 2.9688, -23.5263)
H (-6.9958, 2.8826, -25.1658)
O (-7.1331, 8.8237, -27.5663)
S (-7.7230, 7.7652, -26.8064)
O (-7.4948, 6.3195, -27.1077)
O (-7.3846, 7.9968, -25.2013)
C (-7.2354, 6.9278, -24.2528)
C (-6.6708, 7.4973, -23.0207)
C (-9.6112, 8.0316, -26.5366)
H (-6.6042, 6.1111, -24.6031)
H (-8.2002, 6.5088, -23.9670)
H (-5.6460, 7.7696, -23.2732)
H (-6.5084, 6.6841, -22.3133)
H (-7.2633, 8.2801, -22.5471)
H (-9.9458, 8.2853, -27.5425)
H (-9.8626, 8.8726, -25.8904)
H (-9.8998, 7.1191, -26.0149)
O (0.7602, 9.9944, -26.7278)
S (-0.6285, 10.4159, -27.0182)
O (-1.0142, 11.7988, -26.7380)
O (-0.8130, 10.2268, -28.6099)
C (-0.3698, 8.9758, -29.2082)
C (-0.3316, 9.2196, -30.7503)
C (-1.8140, 9.1783, -26.2982)
H (-1.1122, 8.2451, -28.8871)
H (0.5783, 8.7054, -28.7434)
H (-1.2330, 9.6414, -31.1949)
H (-0.1349, 8.3001, -31.3017)
H (0.4826, 9.8967, -31.0084)
H (-1.4201, 8.1621, -26.3144)
H (-2.8123, 9.2650, -26.7273)
H (-1.8511, 9.4894, -25.2542)
O (-1.7314, 5.0993, -22.9210)
S (-0.8963, 6.3061, -22.9678)
O (-0.4826, 7.0394, -21.7785)
O (0.4706, 5.9510, -23.7685)
C (1.4392, 4.9983, -23.2969)
C (2.5101, 5.7043, -22.4233)
C (-1.6260, 7.5064, -24.1765)
H (1.9243, 4.7130, -24.2304)
H (0.9492, 4.1240, -22.8685)
H (3.4171, 5.1005, -22.3938)
H (2.2582, 5.8078, -21.3679)
H (2.8425, 6.6519, -22.8472)
H (-1.2986, 7.2792, -25.1911)
H (-1.2849, 8.5003, -23.8871)
H (-2.7078, 7.3746, -24.1977)
O (-4.8532, 11.4870, -26.4844)
S (-4.3425, 12.8370, -26.6947)
O (-5.2255, 13.9481, -26.9059)
O (-3.2451, 13.2192, -25.4618)
C (-2.4254, 12.1824, -24.9154)
C (-1.5362, 12.9706, -23.9507)
C (-3.1426, 12.7394, -28.0482)
H (-1.8228, 11.5645, -25.5811)
H (-3.0841, 11.5136, -24.3614)
H (-2.1964, 13.4564, -23.2322)
H (-0.9490, 13.7289, -24.4686)
H (-0.8851, 12.3408, -23.3444)
H (-2.1107, 12.9251, -27.7499)
H (-3.4368, 13.3619, -28.8932)
H (-3.1662, 11.6841, -28.3200)
O (-5.0474, 6.7870, -25.2826)
S (-4.0674, 7.8756, -25.4286)
O (-3.2992, 8.4072, -24.3200)
O (-3.0974, 7.5566, -26.7389)
C (-3.2776, 6.2745, -27.4425)
C (-2.4819, 6.1758, -28.7396)
C (-5.0026, 9.2152, -26.3818)
H (-4.3270, 6.1194, -27.6932)
H (-2.9167, 5.4298, -26.8557)
H (-2.7587, 6.8923, -29.5129)
H (-2.5058, 5.1643, -29.1450)
H (-1.4015, 6.2809, -28.6415)
H (-5.7262, 9.6950, -25.7228)
H (-5.5096, 8.7182, -27.2089)
H (-4.3299, 9.9863, -26.7573)
O (-5.4688, 6.0315, -29.1502)
S (-6.4497, 5.0997, -28.5948)
O (-7.8525, 5.4294, -28.7264)
O (-6.3073, 3.5989, -29.2893)
C (-4.9809, 3.1567, -29.5771)
C (-4.5704, 3.5856, -30.9911)
C (-6.0920, 4.7444, -26.8379)
H (-4.9184, 2.0687, -29.5941)
H (-4.2907, 3.5754, -28.8446)
H (-5.2809, 3.0401, -31.6122)
H (-3.5744, 3.2416, -31.2699)
H (-4.6844, 4.6461, -31.2156)
H (-7.0336, 4.3443, -26.4618)
H (-5.8718, 5.7399, -26.4522)
H (-5.2667, 4.0423, -26.7192)
O (-5.3060, 9.5506, -23.3953)
S (-6.5278, 10.3043, -23.4632)
O (-7.7698, 9.7726, -22.9304)
O (-6.3755, 11.8733, -22.9583)
C (-5.0992, 12.5013, -23.1692)
C (-5.5496, 13.9422, -23.4402)
C (-6.7853, 10.7598, -25.3312)
H (-4.4954, 12.1463, -24.0043)
H (-4.4217, 12.4516, -22.3167)
H (-6.2983, 13.8686, -24.2289)
H (-4.7268, 14.6139, -23.6850)
H (-5.9878, 14.3542, -22.5311)
H (-5.8709, 11.1174, -25.8045)
H (-7.5537, 11.5323, -25.2989)
H (-7.0954, 9.8129, -25.7732)
O (0.9343, 3.5147, -25.1926)
S (-0.4443, 4.0635, -25.3143)
O (-0.6019, 5.5003, -25.3458)
O (-1.1638, 3.3451, -26.5928)
C (-2.4042, 3.7811, -27.0173)
C (-3.2276, 2.6100, -27.5441)
C (-1.4760, 3.4484, -23.9325)
H (-2.3043, 4.5774, -27.7549)
H (-2.9111, 4.3067, -26.2081)
H (-4.1848, 2.8730, -27.9943)
H (-3.4735, 1.9140, -26.7421)
H (-2.7015, 2.1133, -28.3593)
H (-1.6944, 2.3843, -24.0217)
H (-2.3669, 4.0724, -24.0029)
H (-0.9623, 3.5630, -22.9780)

Atomic partial charges in e from the Mulliken method, atoms 1 to 6:
1. C -2.1156
2. C 0.7224
3. N 0.0392
4. H 0.6067
5. H 0.4768
6. H 0.2451